# 1
A structure of composition C25H67F3NaO12S9. Source: OMol25; level of theory: ωB97M-V with the def2-TZVPD basis set.

Structure (XYZ):
```
117
Properties=species:S:1:pos:R:3:forces:R:3
Na 1.286 -0.156 -1.893 1.871 -3.365 -1.204
C -0.378 -1.290 0.978 0.051 -0.133 1.580
C -0.507 -0.362 -0.155 -0.136 -0.687 -3.033
C 0.463 0.762 -0.016 -0.081 1.270 0.430
O -0.388 -0.990 -1.392 -0.211 0.324 3.624
H -0.473 -0.726 1.906 1.241 -0.246 0.550
H 0.580 -1.803 0.891 -1.177 0.339 -0.425
H -1.220 -1.977 1.067 0.495 0.208 -0.304
H -1.503 0.075 -0.091 0.671 -0.140 0.516
H 1.480 0.461 0.233 -1.489 -0.130 0.674
H 0.047 1.523 0.644 0.993 -0.806 -1.250
H 0.675 1.349 -0.910 -0.775 -1.020 0.436
C 2.122 2.338 -2.770 -1.002 -2.203 -1.659
O 3.245 1.566 -2.289 1.744 0.446 -0.676
O 1.033 1.547 -2.534 5.711 5.435 -1.954
C 2.207 3.813 -2.301 -1.309 0.076 1.793
F 2.922 4.626 -3.050 1.357 -0.055 -0.998
F 1.013 4.425 -2.230 0.674 0.462 -5.811
F 2.677 3.928 -1.034 1.962 -0.324 -0.195
C 4.588 1.785 -2.829 -1.411 -0.938 -0.096
C 5.494 0.711 -2.264 -0.041 1.901 -0.056
H 5.263 -0.293 -2.621 -0.320 0.082 0.422
H 6.477 0.985 -2.646 0.327 -0.206 0.325
H 5.403 0.936 -1.202 0.610 -0.680 -0.208
H 4.912 2.779 -2.521 0.255 0.041 -0.378
H 4.633 1.585 -3.900 -0.604 0.890 -0.373
H 2.240 2.447 -3.848 0.323 0.110 -0.659
C -0.163 -4.119 0.323 1.041 -0.113 0.521
S 1.165 -4.232 -1.017 -2.341 -0.029 -0.457
O 0.418 -3.567 -2.158 1.658 -1.150 0.387
C 2.271 -2.874 -0.415 -2.359 -5.442 -0.293
H 0.386 -4.146 1.264 -0.005 -0.198 0.383
H -0.934 -4.888 0.374 0.723 -0.430 -0.592
H -0.694 -3.167 0.304 0.555 -0.856 -1.127
H 2.587 -2.851 0.628 -0.370 -0.907 -3.055
H 1.591 -2.024 -0.464 -2.292 -3.008 -0.623
H 3.150 -2.649 -1.020 -0.510 -2.526 -1.044
C -2.180 2.334 -0.469 2.012 2.055 0.053
S -1.418 4.028 -0.861 -0.849 -0.246 1.577
O -2.001 4.949 0.211 0.649 -0.457 -0.832
C 0.329 3.720 -0.378 -2.114 0.116 1.691
H -2.033 1.667 -1.318 -0.070 2.319 1.682
H -3.226 2.400 -0.166 0.577 1.247 -0.267
H -1.612 1.848 0.324 -0.514 1.178 -0.989
H 0.694 2.783 -0.799 -0.392 1.176 -0.033
H 0.331 3.577 0.702 -0.651 0.709 -1.385
H 0.953 4.540 -0.733 -1.818 -0.254 2.952
C 3.246 1.189 0.566 1.383 0.712 1.160
S 3.331 -0.623 0.746 1.164 1.952 -3.064
O 2.691 -1.154 -0.529 5.238 10.452 0.912
C 5.145 -0.851 0.421 0.346 -0.565 0.011
H 2.403 1.670 1.063 0.673 -0.164 0.507
H 3.150 1.507 -0.472 0.327 -0.656 0.002
H 4.209 1.514 0.959 -0.026 0.507 0.170
H 5.433 -0.580 -0.594 -0.660 0.131 0.616
H 5.436 -1.902 0.426 -0.594 -0.353 0.548
H 5.810 -0.349 1.124 -0.319 0.218 0.185
C -1.082 1.897 -3.016 -1.910 -0.095 -1.476
S -0.848 0.537 -4.262 -0.242 -0.491 1.264
O -1.039 -0.735 -3.475 4.893 2.821 -3.477
C -2.424 0.834 -5.188 -1.013 0.013 0.397
H -0.385 1.810 -2.182 -1.691 -0.218 -0.653
H -2.096 1.920 -2.618 -0.263 0.402 -2.069
H -0.748 2.807 -3.515 -0.536 0.230 -0.064
H -2.693 1.858 -5.445 0.841 0.288 -0.299
H -3.247 0.583 -4.518 0.374 0.014 -0.503
H -2.528 0.163 -6.041 0.433 0.067 -0.057
C -3.242 0.158 -1.070 -1.079 -1.351 -1.362
S -3.839 -0.274 -2.738 0.207 -2.297 -0.056
O -2.850 -1.276 -3.340 -7.037 0.766 0.488
C -5.400 -1.134 -2.241 0.559 0.378 -0.249
H -3.786 1.014 -0.671 -0.144 -0.920 -1.110
H -2.214 0.394 -1.342 -0.867 -1.446 -0.254
H -3.202 -0.644 -0.333 -0.117 0.923 -1.116
H -5.070 -1.823 -1.464 -1.450 0.962 -0.448
H -5.660 -1.781 -3.078 -0.399 0.451 -0.220
H -6.123 -0.382 -1.926 -0.241 -0.182 -0.161
C 2.133 -2.569 2.424 -0.481 -0.501 2.619
S 3.077 -1.379 3.426 -0.375 -1.489 3.324
O 2.172 -0.893 4.572 2.391 -4.180 -0.086
C 4.229 -2.556 4.277 0.163 0.801 -0.641
H 1.268 -2.103 1.953 0.991 0.388 0.478
H 1.613 -3.260 3.087 0.444 -0.214 0.565
H 2.690 -3.127 1.671 0.361 -0.146 2.505
H 5.192 -2.540 3.767 -0.138 -0.492 -0.543
H 3.760 -3.538 4.340 0.268 0.145 0.267
H 4.495 -2.070 5.216 -0.679 -0.217 0.241
C -1.069 2.102 3.688 1.745 1.402 2.625
S 0.320 1.794 2.494 1.272 2.231 4.190
O 0.872 3.160 1.990 0.133 -3.086 3.797
C 1.525 1.026 3.766 -1.353 2.667 -1.269
H -1.925 2.715 3.408 0.290 -0.068 -0.798
H -0.651 2.576 4.576 0.337 0.322 0.023
H -1.431 1.133 4.033 1.069 0.776 0.884
H 1.088 0.443 4.577 -0.940 0.884 -0.799
H 2.093 1.844 4.212 0.148 0.131 -0.252
H 2.149 0.366 3.164 -0.607 1.603 -0.323
C -4.687 0.250 3.035 0.248 -0.912 0.681
S -3.998 1.057 1.588 -0.175 1.977 1.681
O -4.328 2.526 1.841 0.547 -1.467 -0.177
C -2.198 0.689 1.998 -2.170 -1.305 0.013
H -5.753 0.443 3.160 0.154 0.485 -0.286
H -4.127 0.541 3.923 -0.185 0.269 0.045
H -4.600 -0.833 2.954 0.152 -0.007 -0.076
H -2.114 0.704 3.084 -1.194 -1.211 -1.916
H -1.429 1.335 1.574 -1.654 -0.259 0.570
H -1.901 -0.265 1.562 -1.404 0.488 0.563
C -3.618 -2.198 1.065 -1.169 -1.274 -0.014
S -3.648 -2.755 -0.686 5.429 -2.203 0.277
O -2.284 -2.283 -1.280 -3.344 -2.509 2.202
C -3.554 -4.608 -0.421 0.072 -0.261 0.780
H -3.712 -1.112 1.088 0.194 -0.818 0.011
H -2.788 -2.599 1.647 -0.102 0.128 -0.190
H -4.552 -2.605 1.453 -0.141 -0.037 0.350
H -2.665 -5.063 0.015 0.401 0.959 0.020
H -3.624 -5.166 -1.355 -0.574 0.548 -0.225
H -4.305 -4.907 0.310 -0.637 0.071 -0.358
```
Forces are in eV/Å.

The HOMO energy is -3.21 eV. The charge is -1. As for the total energy: -5939.783322 Ha. For the relative energy (zero: lowest compared OMol25 entry of this formula, charge and spin), the calculation gives 3052.8 kJ/mol. The value obtained for the orbital gap is 4.6132 eV. The calculation puts the LUMO energy at 0.0516 Ha.

Results of the Löwdin charge analysis, in e, for atoms 1 through 5:
1. Na 0.26
2. C -0.10
3. C -0.56
4. C -0.15
5. O -0.26

=====

# 2
A cluster of 8 separate species, C25H71N5O9 in total. Source: OMol25; level of theory: ωB97M-V with the def2-TZVPD basis set.

Structure (XYZ):
```
110
Properties=species:S:1:pos:R:3:forces:R:3
C -22.951 -13.182 -17.922 1.199 0.677 -0.070
O -21.907 -12.198 -18.074 0.485 0.090 -0.133
C -21.867 -11.452 -19.281 -0.707 -1.005 -1.056
C -20.944 -10.245 -19.211 0.367 -0.601 0.171
C -19.552 -10.537 -18.765 1.684 -1.149 -0.609
N -21.374 -9.395 -18.189 -1.297 1.989 1.904
H -22.449 -14.127 -17.714 -0.161 -0.047 0.266
H -23.538 -13.346 -18.826 -0.179 0.378 -0.001
H -23.527 -12.825 -17.068 -0.405 -0.438 -0.166
H -21.622 -12.076 -20.140 0.471 -0.477 -0.074
H -22.898 -11.174 -19.502 -0.195 0.718 -0.050
H -20.773 -9.732 -20.158 -0.908 -0.086 -0.327
H -18.911 -9.656 -18.797 -0.282 0.180 -0.183
H -19.138 -11.255 -19.472 0.433 -0.303 0.263
H -19.466 -10.899 -17.741 -0.258 -0.350 -0.097
H -22.355 -9.154 -18.207 -0.284 0.153 -0.433
H -21.308 -9.985 -17.372 0.035 0.279 0.598
C -27.243 -0.072 -13.691 1.042 -0.397 0.231
O -27.540 -0.779 -12.497 -0.333 1.194 -0.123
C -28.809 -1.348 -12.568 -0.414 -0.495 1.820
C -28.837 -2.510 -13.470 -1.267 -2.273 -2.912
C -30.167 -3.321 -13.445 -0.838 1.708 0.645
N -27.784 -3.501 -13.367 0.515 -0.093 1.552
H -26.403 0.567 -13.421 0.238 -0.231 -0.440
H -28.003 0.586 -14.113 -0.599 -0.135 0.420
H -27.015 -0.848 -14.421 0.480 0.499 -0.490
H -29.013 -1.701 -11.557 -0.148 0.012 0.289
H -29.589 -0.629 -12.816 -0.037 0.219 -0.214
H -28.676 -2.152 -14.487 -0.612 0.406 -0.284
H -30.967 -2.614 -13.662 -0.271 -0.066 -0.467
H -30.454 -3.616 -12.435 0.511 -0.131 0.423
H -30.318 -4.217 -14.046 0.721 0.314 -0.398
H -27.101 -3.104 -12.739 0.824 0.120 -0.082
H -28.192 -4.215 -12.781 0.191 -0.652 0.029
C -24.593 0.379 -6.138 0.470 -0.812 -0.921
O -23.502 -0.607 -6.196 -1.795 0.506 0.400
C -24.002 -1.912 -5.794 1.958 0.820 -0.277
C -22.958 -2.940 -6.237 0.101 -2.417 -2.203
C -23.119 -3.291 -7.752 -0.088 1.154 -0.251
N -23.220 -4.291 -5.705 -0.676 0.687 1.710
H -25.362 0.271 -5.373 0.479 -0.549 0.676
H -25.163 0.244 -7.058 0.034 0.375 -0.299
H -24.207 1.395 -6.056 0.320 -0.259 -0.183
H -24.029 -1.804 -4.710 -0.601 -0.742 0.209
H -24.940 -2.175 -6.283 -0.257 0.180 0.287
H -21.921 -2.717 -5.985 -0.116 0.974 -0.100
H -22.631 -4.168 -8.176 1.028 0.052 0.731
H -22.849 -2.435 -8.371 -0.366 -0.012 -0.270
H -24.136 -3.652 -7.904 -0.435 0.786 0.045
H -22.419 -4.877 -5.890 0.083 -0.056 -0.147
H -23.213 -4.136 -4.707 -0.138 -0.685 0.591
C -20.692 8.304 -10.380 -0.517 -0.637 0.243
O -19.788 7.251 -10.487 0.683 -2.329 -0.392
C -20.297 5.871 -10.377 0.980 0.453 -1.252
C -19.134 4.860 -10.832 -1.573 1.605 2.799
C -19.643 3.458 -10.643 -0.047 -0.356 -1.841
N -18.057 5.047 -9.875 0.952 0.593 -0.537
H -21.364 8.333 -11.237 -0.165 0.131 -0.154
H -20.121 9.231 -10.325 -0.113 -0.070 0.131
H -21.280 8.113 -9.482 -0.308 0.620 0.219
H -20.603 5.642 -9.356 0.273 0.113 0.369
H -21.186 5.670 -10.974 -0.181 0.541 -0.451
H -18.794 5.170 -11.821 -0.105 -0.511 -0.095
H -18.836 2.758 -10.856 0.029 -0.038 0.174
H -20.373 3.320 -11.440 -0.450 -0.497 0.238
H -20.066 3.223 -9.666 0.015 0.347 -0.013
H -18.467 5.121 -8.955 -0.045 -0.240 0.300
H -17.749 5.990 -10.065 0.572 0.272 0.263
C -30.253 6.507 -24.313 -0.179 -0.072 0.264
O -29.292 6.083 -23.339 -0.482 0.126 -0.619
C -29.829 6.064 -22.003 1.268 0.668 -0.656
C -28.679 5.960 -20.997 -1.051 0.625 -0.390
N -28.307 4.643 -20.677 0.363 -2.562 -0.517
C -27.804 3.811 -21.810 -0.050 0.735 -0.030
C -27.393 2.427 -21.339 -0.682 0.648 -0.658
O -27.511 1.441 -22.391 -0.696 2.712 1.066
C -27.024 0.205 -21.985 -0.272 0.358 -0.955
H -30.711 7.472 -24.096 0.171 0.302 0.501
H -31.097 5.823 -24.400 0.011 -0.397 0.093
H -29.831 6.629 -25.311 0.551 -0.345 0.260
H -30.528 5.235 -21.896 -0.338 0.210 0.176
H -30.218 7.072 -21.856 -0.837 -0.154 0.214
H -29.050 6.349 -20.049 0.053 0.590 -0.072
H -27.866 6.571 -21.388 0.216 0.357 -0.033
H -27.633 4.680 -19.925 0.186 -0.283 -0.004
H -26.942 4.310 -22.253 0.183 0.080 -0.340
H -28.545 3.731 -22.606 -0.246 0.106 0.251
H -28.077 2.232 -20.513 0.131 -0.655 0.228
H -26.380 2.614 -20.984 0.392 -1.035 0.192
H -27.360 -0.414 -22.816 0.606 -0.653 0.240
H -27.521 -0.119 -21.070 0.418 -0.202 0.294
H -25.949 0.380 -21.951 0.282 -1.159 0.495
C -17.139 -5.102 -11.272 -1.270 -0.429 2.348
O -16.393 -5.895 -10.330 1.540 -0.372 -1.136
H -17.894 -4.674 -10.612 -0.057 1.231 -0.438
H -16.468 -4.380 -11.736 -0.182 -0.193 0.147
H -17.788 -5.621 -11.978 0.733 -0.630 -0.429
H -16.837 -6.344 -9.608 -0.765 0.394 -0.493
C -15.589 -2.838 -21.063 0.511 -0.588 1.469
O -15.902 -1.735 -20.137 0.210 -1.073 -1.718
H -15.521 -3.768 -20.499 0.037 -0.070 0.373
H -16.264 -3.138 -21.865 -0.566 1.100 -0.044
H -14.584 -2.746 -21.475 -0.129 0.674 -0.018
H -16.384 -2.114 -19.398 -0.076 -0.040 -0.054
C -21.313 -2.480 -16.349 0.647 1.626 1.047
O -20.100 -3.009 -16.825 -0.410 -1.041 -0.562
H -21.078 -1.426 -16.202 -0.569 0.215 -0.135
H -22.164 -2.604 -17.019 -0.004 -0.106 0.041
H -21.466 -2.868 -15.343 -0.672 -0.163 0.006
H -20.384 -3.923 -16.898 1.020 -0.545 -0.404
```
Forces are in eV/Å.

As for the SMILES: COC[C@H](C)N.COC[C@H](C)N.COC[C@H](C)N.COC[C@H](C)N.COCCNCCOC.CO.CO.CO. The HOMO energy is -8.80 eV. As for the total energy: -1945.693635 Ha. For the relative energy (zero: lowest compared OMol25 entry of this formula, charge and spin), the calculation gives 474.0 kJ/mol. The value obtained for the orbital gap is 9.2680 eV. The calculation puts the LUMO energy at 0.0173 Ha.

Results of the Löwdin charge analysis, in e, for atoms 1 through 5:
1. C -0.07
2. O -0.21
3. C -0.21
4. C -0.48
5. C -0.09

=====

| no. | M (g/mol) |
| --- | --- |
| 1 | 928.39 |
| 2 | 585.87 |